1.
Density functional theory data (ωB97M-V/def2-TZVPD) for a cluster of 5 separate species, C32H60F3NO12S in total.

Positions of all 109 atoms, in Å:
C  -0.4655  1.5231  3.6782
N  -0.4961  2.2741  2.3890
C  -1.3352  1.6092  1.3586
C  -0.4492  0.9514  0.1519
C  0.0339  2.1985  -0.7352
C  1.6170  2.4660  -0.7152
O  2.4068  1.3147  -1.0804
C  2.1353  3.1714  0.6470
F  1.2639  4.2416  1.0389
F  3.3769  3.8175  0.3316
F  2.3930  2.2651  1.6909
O  0.5259  0.1680  0.8918
S  -0.1491  -1.3057  1.3011
O  -0.8988  -1.4431  2.5954
O  0.6766  -2.5482  1.1869
O  -1.3710  -1.2644  0.1632
C  -1.3331  -0.0881  -0.7399
C  -0.5369  -0.7288  -2.0077
C  -1.4121  -1.8846  -2.7035
C  -1.0793  -3.3669  -2.1667
C  0.4574  -3.7885  -2.3448
O  0.8599  -4.5937  -1.1802
C  2.2686  -4.8810  -1.3164
C  3.2599  -3.6812  -0.8781
O  2.6974  -5.9733  -1.7563
O  -2.7272  0.1936  -0.8788
C  -3.0185  1.0047  -2.0426
C  -4.6329  1.1756  -2.0946
C  -5.2824  -0.1192  -2.7723
C  -5.2784  1.6342  -0.7018
C  -6.0637  0.5099  0.1130
C  -7.0160  1.3143  1.1753
C  -5.1323  -0.4475  1.0136
H  0.0393  2.1869  4.4783
H  -1.5044  1.2081  4.0320
H  0.2516  0.6320  3.5417
H  -0.7363  3.2631  2.5160
H  -1.9720  0.8003  1.8766
H  -2.0973  2.3537  0.9134
H  -0.2661  2.0425  -1.8378
H  -0.5005  3.1361  -0.3621
H  1.8167  3.2501  -1.5382
H  2.6716  0.7986  -0.2874
H  -0.3740  0.0802  -2.8144
H  0.4656  -1.0771  -1.5920
H  -2.5409  -1.6573  -2.6319
H  -1.1237  -1.8796  -3.8231
H  -1.3267  -3.5065  -1.0499
H  -1.8070  -4.0727  -2.7193
H  0.5045  -4.5074  -3.2394
H  1.1663  -2.8856  -2.4760
H  3.8824  -3.9391  0.0394
H  2.6351  -2.7252  -0.7537
H  3.9672  -3.4834  -1.7621
H  -2.7493  0.4827  -3.0399
H  -2.5249  2.0360  -2.0433
H  -4.8020  2.0479  -2.8365
H  -4.9354  -0.1198  -3.8756
H  -6.4249  -0.1197  -2.7845
H  -4.8456  -1.0725  -2.3091
H  -6.0319  2.4749  -0.9249
H  -4.4334  2.1347  -0.0915
H  -6.7784  -0.1324  -0.4964
H  -7.1866  0.6813  2.1058
H  -7.9922  1.5986  0.6318
H  -6.4130  2.2334  1.4937
H  -4.8263  -1.3811  0.4140
H  -5.6275  -0.7864  1.9906
H  -4.1393  0.0578  1.3167
C  4.5498  0.3725  -5.7425
C  3.5435  0.1942  -4.6367
C  4.0739  -0.0142  -3.2436
O  2.3467  0.2176  -4.8608
H  4.0253  0.5128  -6.6900
H  5.1633  1.2548  -5.5480
H  5.1793  -0.5165  -5.8190
H  4.6657  0.8510  -2.9379
H  4.6823  -0.9211  -3.2092
H  3.2379  -0.1274  -2.5532
C  2.1010  6.6981  1.4733
C  2.2827  8.1924  1.4468
C  3.5863  8.7418  1.9638
O  1.4104  8.9279  1.0241
H  1.1187  6.4471  1.0724
H  2.8637  6.2201  0.8560
H  2.1634  6.3344  2.5012
H  4.4154  8.3542  1.3680
H  3.7147  8.4686  3.0133
H  3.5771  9.8308  1.8841
C  -4.9582  -4.6383  4.8123
C  -4.5237  -3.5963  3.8152
C  -3.1176  -3.0706  3.9304
O  -5.2807  -3.1956  2.9507
H  -5.9924  -4.9245  4.6096
H  -4.3260  -5.5243  4.7233
H  -4.8993  -4.2318  5.8243
H  -2.4040  -3.8873  3.8022
H  -2.9778  -2.5948  4.9037
H  -2.9431  -2.3286  3.1501
C  6.5832  -4.6459  1.7819
C  7.0204  -3.5855  0.8064
C  8.4208  -3.0505  0.9461
O  6.2711  -3.1764  -0.0613
H  5.5539  -4.9375  1.5631
H  7.2235  -5.5253  1.6865
H  6.6271  -4.2548  2.8006
H  9.1425  -3.8593  0.8137
H  8.5461  -2.5887  1.9278
H  8.5976  -2.2944  0.1783

Forces on atoms 1 to 2 (eV/Å):
C 1.211 0.310 0.413
N -0.637 -0.536 -0.190

Summary:
Molecular weight = 739.89 g/mol
Multiplicity = 1
HOMO = -9.2069 eV
Structure (SMILES) = CNC[C@@]1(C[C@H](O)C(F)(F)F)OS(=O)(=O)O[C@@]1(CCCCOC(C)=O)OC[C@@H](C)CC(C)C.CC(C)=O.CC(C)=O.CC(C)=O.CC(C)=O

***

2.
Density functional theory data (ωB97M-V/def2-TZVPD) for a cluster of 4 separate species, C32H60N2O10PS3 in total.

Positions of all 108 atoms, in Å:
C  -4.6059  3.7670  -0.0640
C  -4.2855  2.2562  -0.6346
C  -5.7756  1.6049  -1.0271
C  -3.4211  2.4359  -2.0151
C  -1.7933  2.4173  -1.8290
C  -1.1804  3.6755  -2.6933
C  -1.2651  2.5382  -0.2821
O  -1.1861  1.1737  0.2615
P  -0.6743  1.1565  1.9317
C  -0.1246  -0.6795  2.2834
C  -0.8011  -1.6961  1.1889
C  -1.0759  -3.1524  1.8897
C  0.1626  -3.7247  2.8063
O  -0.2594  -5.0790  3.2959
C  -1.1610  -4.9109  4.4752
O  -0.6363  -4.7309  5.7179
C  0.8516  2.2349  2.3182
C  0.5247  3.7430  2.8685
O  -0.1681  4.6225  1.9140
C  1.9984  4.4659  3.1708
N  1.8620  5.9100  3.6420
C  -2.2447  1.6308  2.9892
C  -2.8879  0.3834  3.8081
C  -4.2692  0.7397  4.6834
C  -4.6845  2.3407  4.5066
C  -3.8685  3.4520  3.6420
N  -2.6486  3.0578  2.8769
H  -3.7017  4.4551  -0.3639
H  -4.8917  3.7998  1.0705
H  -5.5613  4.1642  -0.6529
H  -3.8266  1.5214  0.1520
H  -6.4994  1.6225  -0.0779
H  -6.2811  2.3194  -1.8158
H  -5.6875  0.4853  -1.4024
H  -3.7247  3.4923  -2.4766
H  -3.7646  1.6110  -2.7711
H  -1.4110  1.3752  -2.2503
H  -0.0080  3.6747  -2.5020
H  -1.6674  4.6863  -2.3316
H  -1.4460  3.4875  -3.8209
H  -0.1654  2.9905  -0.3395
H  -1.8895  3.2918  0.3593
H  1.0465  -0.6807  2.0550
H  -0.3334  -0.9450  3.4052
H  -1.8431  -1.2919  0.8160
H  -0.1160  -1.7561  0.2135
H  -1.3514  -3.9106  1.0394
H  -2.0185  -3.0245  2.5855
H  0.3544  -3.0892  3.7946
H  1.1588  -3.9056  2.2042
H  -2.3409  -4.9705  4.3632
H  1.6392  2.3083  1.4258
H  1.4432  1.6812  3.1936
H  -0.0329  3.6989  3.9195
H  0.4838  4.7330  1.1370
H  2.6933  3.8110  3.8584
H  2.5404  4.5232  2.1106
H  1.1511  6.0050  4.4064
H  1.6826  6.5650  2.8481
H  -2.4696  -0.7270  3.7936
H  -4.8767  -0.0466  5.2998
H  -5.6676  2.7085  5.0635
H  -4.2766  4.5665  3.5884
C  0.7317  0.4240  -7.4320
C  1.1984  1.6696  -8.1839
C  0.1665  2.7685  -7.9359
S  -0.5693  2.4137  -6.3471
O  -1.9644  2.0832  -6.5490
O  -0.1398  3.4126  -5.3889
C  0.3303  0.9053  -6.0457
H  1.5154  -0.3375  -7.3818
H  -0.1342  -0.0136  -7.9431
H  2.1743  1.9856  -7.7957
H  1.3185  1.4749  -9.2542
H  0.6308  3.7575  -7.9085
H  -0.6266  2.7499  -8.6885
H  -0.3011  0.1942  -5.5101
H  1.2103  1.1548  -5.4453
C  2.7740  -4.0908  -4.2918
C  2.8535  -4.2706  -5.8070
C  2.2287  -3.0331  -6.4491
S  2.4644  -1.6952  -5.2888
O  1.1673  -1.2702  -4.8061
O  3.4354  -0.7632  -5.8265
C  3.2473  -2.6707  -4.0195
H  3.3863  -4.8269  -3.7628
H  1.7360  -4.2111  -3.9592
H  3.9044  -4.3526  -6.1099
H  2.3458  -5.1836  -6.1334
H  2.7141  -2.7826  -7.3958
H  1.1540  -3.1619  -6.6040
H  2.9579  -2.3030  -3.0337
H  4.3300  -2.5845  -4.1513
C  4.2530  -5.3242  6.9931
C  2.8500  -5.0452  6.4560
C  2.8480  -3.6243  5.8947
S  4.5244  -3.2896  5.3757
O  5.0635  -2.2367  6.2105
O  4.5733  -3.2336  3.9283
C  5.2110  -4.8437  5.9132
H  4.3988  -6.3850  7.2166
H  4.4144  -4.7573  7.9178
H  2.6173  -5.7583  5.6559
H  2.0883  -5.1638  7.2330
H  2.1768  -3.5315  5.0371
H  2.5776  -2.8919  6.6603
H  6.2294  -4.6965  6.2769
H  5.2113  -5.5237  5.0561

Forces on atoms 1 to 2 (eV/Å):
C -0.316 -0.257 -0.671
C -1.808 0.171 -0.643

Summary:
Energy relative to the best compared isomer or geometry (same formula, charge and spin) = 283.8 kcal/mol
Molecular weight = 760.01 g/mol
Multiplicity = 1
HOMO = -11.5376 eV
Total charge = +1